{"formula": "C23H72N4O13", "method": "ωB97M-V/def2-TZVPD", "species": ["C", "O", "H", "H", "H", "H", "C", "O", "H", "H", "H", "H", "C", "O", "H", "H", "H", "H", "C", "O", "H", "H", "H", "H", "C", "O", "H", "H", "H", "H", "C", "O", "H", "H", "H", "H", "C", "O", "N", "N", "H", "H", "H", "H", "C", "O", "N", "N", "H", "H", "H", "H", "C", "C", "C", "O", "H", "H", "H", "H", "H", "H", "H", "H", "C", "C", "C", "O", "H", "H", "H", "H", "H", "H", "H", "H", "C", "C", "C", "O", "H", "H", "H", "H", "H", "H", "H", "H", "C", "C", "C", "O", "H", "H", "H", "H", "H", "H", "H", "H", "C", "C", "C", "O", "H", "H", "H", "H", "H", "H", "H", "H"], "coordinates": [[2.8471, -0.1318, -2.0213], [3.7261, -1.2158, -2.4263], [2.8631, 0.7002, -2.7723], [3.2201, 0.2632, -1.0442], [1.8051, -0.5098, -1.8803], [3.4611, -2.0108, -1.9252], [0.4811, 2.7182, -1.0823], [-0.3619, 2.8262, 0.0617], [1.1731, 3.5492, -1.1283], [-0.2009, 2.5882, -1.9293], [1.1211, 1.8152, -0.9752], [0.1011, 2.7882, 0.9377], [-2.6709, 2.7532, -2.6573], [-3.9529, 2.7582, -3.2232], [-2.3709, 1.9212, -2.0152], [-2.4879, 3.5942, -1.9893], [-1.9319, 2.7942, -3.4422], [-4.0599, 3.5292, -3.7673], [-0.1669, -0.4418, 0.3068], [-0.5749, -0.0818, -0.9823], [0.2061, 0.4282, 0.8598], [0.6711, -1.0898, 0.1818], [-0.9149, -1.0318, 0.8758], [-0.6589, -0.7988, -1.6242], [2.9441, 2.7212, 0.7247], [3.8941, 2.6832, 1.7387], [2.2831, 1.8272, 0.7337], [3.5091, 2.7602, -0.1593], [2.3231, 3.6532, 0.6987], [3.5531, 2.1902, 2.5018], [-2.6489, -2.5758, -0.1653], [-1.7199, -3.4178, 0.4457], [-3.0669, -1.9048, 0.5517], [-3.4469, -3.2608, -0.5042], [-2.2519, -1.9698, -0.9802], [-1.6849, -4.1838, -0.0713], [2.7991, 0.2062, 3.4688], [2.0991, -0.2848, 2.3157], [2.5421, 1.4292, 3.9308], [3.7961, -0.3468, 4.0538], [1.7701, 1.8782, 3.4647], [3.0181, 1.8982, 4.7087], [4.0521, -1.3318, 3.8358], [4.2951, -0.0198, 4.8588], [3.2241, -2.9478, 0.3007], [2.2111, -3.6648, 0.8157], [3.6411, -1.8778, 0.7867], [3.9611, -3.3338, -0.7083], [3.0261, -1.3898, 1.4387], [4.3721, -1.3158, 0.4087], [3.5811, -4.1888, -1.1612], [4.8521, -2.9308, -0.9243], [-4.0949, 0.6952, -0.2203], [-3.7439, 1.6162, 0.8657], [-3.0209, 0.8992, 1.9837], [-2.9829, 2.5472, 0.5008], [-4.5919, -0.2008, 0.1717], [-3.1499, 0.4142, -0.6593], [-4.7529, 1.1662, -0.9173], [-4.6639, 1.9542, 1.2447], [-2.0049, 0.5392, 1.6617], [-3.5709, 0.0272, 2.2457], [-2.9759, 1.5612, 2.9247], [-2.1669, 2.1672, 0.2117], [-2.0499, 1.2532, -6.0303], [-0.9249, 0.3562, -5.4802], [-0.2069, 0.8782, -4.2323], [-1.2889, -0.7888, -5.2622], [-1.6269, 2.1282, -6.5263], [-2.7569, 1.5572, -5.2613], [-2.6459, 0.7142, -6.7782], [-0.2299, 0.1762, -6.2232], [-0.1319, 1.9262, -4.3422], [0.8451, 0.6152, -4.1692], [-0.7259, 0.5892, -3.3273], [-0.6699, -1.2458, -4.6752], [-0.5229, -1.3188, 3.8678], [0.1231, -2.5178, 3.1667], [1.3151, -3.1968, 3.8138], [-0.7419, -3.3578, 2.8537], [0.2691, -0.6328, 4.0988], [-1.0049, -1.6178, 4.7528], [-1.2849, -0.9428, 3.2147], [0.6541, -2.1938, 2.3147], [1.8131, -3.9758, 3.1957], [1.0471, -3.6608, 4.7727], [2.1001, -2.5488, 4.1678], [-1.1879, -3.1818, 2.0487], [-0.4329, -3.7678, -4.2882], [-0.3659, -3.1318, -2.9142], [0.9971, -3.2058, -2.3482], [-0.6799, -1.9678, -2.8353], [0.0871, -3.1058, -4.9813], [-1.4499, -3.8348, -4.5843], [0.1201, -4.6778, -4.1882], [-0.9939, -3.7508, -2.2743], [1.6591, -2.5318, -2.8073], [1.4631, -4.1878, -2.4123], [0.9411, -3.0038, -1.2892], [-1.6309, -1.9798, -2.9142], [-0.1899, 2.6752, 4.8518], [-0.3959, 2.8492, 3.3687], [-1.3829, 3.9172, 3.0037], [0.6511, 2.9502, 2.7177], [0.3371, 1.7472, 5.2058], [-1.1509, 2.8162, 5.3538], [0.4431, 3.4042, 5.2018], [-0.8419, 1.8702, 3.1577], [-1.4019, 4.0552, 1.9547], [-1.0439, 4.9012, 3.3498], [-2.4739, 3.7672, 3.3278], [1.0361, 3.7782, 2.9227]], "e_lumo_ha": -0.0003, "homo_lumo_gap_ev": 8.5, "homo_ev": -8.54, "max_force_ev_per_a": 13.3, "total_charge": 0}

{"formula": "C3H6O3", "method": "ωB97M-V/def2-TZVPD", "species": ["C", "C", "C", "H", "H", "H", "H", "O", "O", "O", "H", "H"], "coordinates": [[0.9961, 1.3335, -0.2246], [1.4423, 0.2309, 0.0104], [1.6206, -1.1663, 0.3094], [0.9009, 2.3425, -0.5157], [0.6248, -1.6343, 0.2406], [2.2993, -1.6334, -0.4039], [2.0111, -1.2982, 1.3181], [-1.4585, -0.7936, -0.2218], [-1.3650, 0.7282, -0.0089], [-2.5798, 1.4357, -0.0950], [-1.5026, -0.8782, -1.1889], [-2.9894, 1.3331, 0.7802]], "e_lumo_ha": 0.0219, "smiles": "C#CC.OOO", "homo_lumo_gap_ev": 10.0, "homo_ev": -9.42, "max_force_ev_per_a": 2.2, "total_charge": 0}